(P)
{
  "formula": "C18H19N3O2",
  "method": "ωB97M-V/def2-TZVPD",
  "charge": 0,
  "smiles": "N#Cc1c(N2CCOCC2)nc(-c2ccco2)c2c1CCCC2",
  "homo_ev": -7.87,
  "elements": ["N", "C", "C", "C", "C", "C", "N", "C", "N", "C", "H", "H", "C", "H", "O", "C", "H", "C", "H", "H", "H", "H", "C", "C", "C", "C", "O", "H", "H", "H", "C", "C", "C", "C", "H", "H", "H", "H", "H", "H", "H", "H"],
  "positions_angstrom": [[0.15282, 3.12289, -2.70595], [0.07608, 2.25989, -1.94864], [-0.11576, 1.19424, -1.05384], [-1.41500, 0.98733, -0.55522], [-1.68053, -0.11202, 0.25410], [-0.61989, -1.00462, 0.48690], [0.61188, -0.78647, 0.04645], [0.90871, 0.28803, -0.67618], [2.20738, 0.41494, -1.04588], [2.77511, 1.65204, -1.54134], [2.62250, 1.75348, -2.62322], [2.28976, 2.49773, -1.04370], [4.27664, 1.69392, -1.22492], [4.64181, 2.71793, -1.31933], [4.52290, 1.31818, 0.10527], [4.13656, -0.01892, 0.39100], [3.65871, 0.00389, 1.37489], [3.17097, -0.58824, -0.65295], [3.71839, -0.91520, -1.54400], [2.62680, -1.43329, -0.23354], [5.03309, -0.65268, 0.44837], [4.83939, 1.05913, -1.92404], [-0.74006, -2.23867, 1.25204], [-1.78108, -3.09018, 1.53925], [-1.23070, -4.15695, 2.28088], [0.09919, -3.88344, 2.39437], [0.40246, -2.74015, 1.77534], [0.89838, -4.40899, 2.87922], [-1.75367, -5.00516, 2.67260], [-2.80332, -3.00028, 1.23948], [-3.04035, -0.32808, 0.85426], [-3.87141, 0.95007, 0.85999], [-3.88060, 1.53858, -0.54350], [-2.47328, 1.99584, -0.90606], [-2.24293, 2.92345, -0.37033], [-2.41263, 2.22819, -1.97226], [-4.21837, 0.77869, -1.25168], [-4.56653, 2.38479, -0.60642], [-3.43923, 1.67196, 1.55625], [-4.88662, 0.72608, 1.19207], [-3.56994, -1.08694, 0.26925], [-2.92761, -0.71099, 1.87102]]
}


(Q)
{
  "formula": "C18H19N3O2",
  "method": "ωB97M-V/def2-TZVPD",
  "charge": 0,
  "smiles": "Cc1ccc2nc(C3CCN(C(=O)c4ccco4)CC3)[nH]c2c1",
  "homo_ev": -8.19,
  "elements": ["C", "C", "C", "C", "N", "C", "N", "C", "C", "C", "H", "H", "C", "C", "H", "C", "N", "C", "O", "C", "C", "C", "C", "O", "H", "H", "H", "C", "C", "H", "H", "H", "H", "H", "H", "H", "H", "H", "H", "H", "H", "H"],
  "positions_angstrom": [[-6.88929, -0.37967, -0.61956], [-5.48971, -0.44137, -0.08387], [-4.45360, 0.19907, -0.74023], [-3.18697, 0.10126, -0.18952], [-1.96512, 0.59852, -0.56712], [-1.05828, 0.17960, 0.37465], [-1.60105, -0.54122, 1.30794], [-2.93649, -0.62022, 0.99935], [-3.98437, -1.26129, 1.65018], [-5.24064, -1.15899, 1.09524], [-6.07455, -1.64639, 1.57981], [-3.80842, -1.81568, 2.55769], [0.38914, 0.52074, 0.30067], [1.06967, -0.19676, -0.88259], [0.39152, -0.26097, -1.73584], [2.33438, 0.57347, -1.29401], [2.91232, 1.22290, -0.14561], [3.96302, 0.80918, 0.60260], [4.35671, 1.46293, 1.55802], [4.66920, -0.43800, 0.25517], [5.91312, -0.80492, 0.70494], [6.15834, -2.09660, 0.19487], [5.04688, -2.43187, -0.51708], [4.14414, -1.44183, -0.48995], [4.78576, -3.31472, -1.06734], [7.03433, -2.69407, 0.34087], [6.55354, -0.20835, 1.32030], [2.11503, 2.33176, 0.34683], [0.62006, 2.03267, 0.17975], [0.26877, 2.38306, -0.79361], [0.05637, 2.56169, 0.94860], [2.37504, 2.46567, 1.39932], [2.38539, 3.24986, -0.18910], [3.05455, -0.08921, -1.76791], [2.07976, 1.35972, -2.01401], [1.32784, -1.21239, -0.58398], [0.83862, 0.17721, 1.23647], [-1.77924, 1.17448, -1.37011], [-4.62799, 0.75622, -1.64982], [-6.93574, 0.22070, -1.52467], [-7.55982, 0.05498, 0.12075], [-7.25220, -1.38116, -0.84812]]
}


Which one is most stable, and which one is least stable? (Q) is the most stable of them, while (P) is the least stable.


(P)
{
  "formula": "C3H10O4",
  "method": "ωB97M-V/def2-TZVPD",
  "charge": 0,
  "homo_ev": -9.71,
  "elements": ["H", "O", "O", "H", "H", "C", "O", "C", "H", "H", "C", "H", "H", "H", "O", "H", "H"],
  "positions_angstrom": [[-0.26457, -2.02311, 0.29344], [0.92060, -2.42153, 0.33801], [-1.12812, -1.15363, 0.46729], [1.31981, -2.00868, -0.46459], [1.24932, -1.87003, 1.08273], [-0.66803, -0.06955, 1.02326], [0.43111, -0.02220, 1.59707], [-1.47167, 1.15455, 0.72342], [-2.30295, 0.92513, 0.06952], [-1.88035, 1.50498, 1.68577], [-0.60312, 2.31288, 0.11730], [-0.45394, 2.16125, -0.95121], [-1.16744, 3.22306, 0.27795], [0.38607, 2.22082, 0.56901], [1.96013, -1.46931, -1.91507], [2.01572, -1.89488, -2.77201], [1.65741, -0.56975, -2.14188]]
}


(Q)
{
  "formula": "C3H10O4",
  "method": "ωB97M-V/def2-TZVPD",
  "charge": 0,
  "smiles": "O=CCCO.O.O",
  "homo_ev": -9.82,
  "elements": ["O", "C", "C", "C", "O", "H", "H", "H", "H", "H", "H", "H", "H", "O", "H", "H", "O"],
  "positions_angstrom": [[2.11907, -2.18869, 0.58334], [2.29292, -1.06686, 0.16055], [1.60011, 0.08098, 0.84125], [1.29328, -0.06240, 2.38645], [-0.03509, 0.54051, 2.38316], [2.97543, -0.76465, -0.65810], [2.19219, 1.00892, 0.59334], [0.63882, 0.16735, 0.32118], [1.31428, -1.15600, 2.53279], [2.06681, 0.44406, 2.98532], [-0.46447, 0.07847, 3.11231], [-1.57627, 1.97709, -1.74065], [-2.12341, 0.47585, -1.53507], [-1.56568, 1.06808, -2.04899], [-4.24206, -0.60446, -3.25032], [-3.21081, 0.49439, -3.35734], [-3.27511, -0.49263, -3.30923]]
}


Which one is most stable, and which one is least stable? (P) is the most stable of them, while (Q) is the least stable.


(P)
{
  "formula": "C2H2Br2OS",
  "method": "ωB97M-V/def2-TZVPD",
  "charge": 0,
  "homo_ev": -9.01,
  "elements": ["C", "C", "O", "S", "Br", "Br", "H", "H"],
  "positions_angstrom": [[-1.49460, 1.10312, 0.14999], [1.09881, -0.86060, -0.44403], [-0.74507, 1.06129, 1.07610], [2.47078, -0.79028, 0.49831], [-2.62140, -0.22749, -0.33632], [0.40279, -2.67033, -0.54946], [-1.79666, 1.94256, -0.44671], [2.68535, 0.44172, 0.05211]]
}


(Q)
{
  "formula": "C2H2Br2OS",
  "method": "ωB97M-V/def2-TZVPD",
  "charge": 0,
  "homo_ev": [-8.05, -9.07],
  "elements": ["C", "C", "O", "S", "Br", "Br", "H", "H"],
  "positions_angstrom": [[2.50996, -1.25304, 0.12148], [0.63626, 0.87346, -0.18643], [2.17640, -2.32015, 0.46945], [0.05309, 0.93816, -1.82239], [4.19339, -0.76287, -0.63173], [1.84852, 2.08646, 0.40423], [0.99100, -0.09316, 0.24673], [-1.05332, 0.09347, -1.77372]]
}


Which one is most stable, and which one is least stable? (P) is the most stable of them, while (Q) is the least stable.


(P)
{
  "formula": "C3H7NOS",
  "method": "ωB97M-V/def2-TZVPD",
  "charge": 0,
  "homo_ev": -8.73,
  "elements": ["C", "C", "C", "N", "O", "S", "H", "H", "H", "H", "H", "H", "H"],
  "positions_angstrom": [[-0.47268, -0.82742, 0.42097], [0.89121, -1.14341, 0.95509], [-1.08137, 1.36435, -0.98264], [0.07339, 0.17037, -0.50504], [2.60140, 0.66891, -0.53244], [1.46727, 0.58496, 0.35595], [-0.93402, -1.54631, -0.25995], [-1.09969, -0.47930, 1.32550], [0.99723, -1.07201, 2.04808], [1.41408, -1.99462, 0.44741], [-1.95242, 0.58543, -1.16167], [-1.32430, 1.96159, -0.22945], [-0.58010, 1.72745, -1.88181]]
}


(Q)
{
  "formula": "C3H7NOS",
  "method": "ωB97M-V/def2-TZVPD",
  "charge": 0,
  "smiles": "[NH3+][S-].O=C1CC1",
  "homo_ev": -7.66,
  "elements": ["C", "C", "C", "N", "O", "S", "H", "H", "H", "H", "H", "H", "H"],
  "positions_angstrom": [[-0.38128, -0.70065, 2.33762], [-1.46759, -1.12660, 1.31513], [-0.16240, -0.63047, 0.84532], [1.34643, 0.99939, -2.56685], [0.64944, -0.26463, 0.08156], [0.53541, 2.67062, -2.94511], [-0.62992, 0.24776, 2.81383], [0.01509, -1.29570, 3.07163], [-1.84491, -2.10921, 1.32912], [-2.28765, -0.34028, 1.17065], [0.65221, 0.98168, -1.86628], [1.25719, 0.39155, -3.39381], [2.31797, 1.17653, -2.19282]]
}


(R)
{
  "formula": "C3H7NOS",
  "method": "ωB97M-V/def2-TZVPD",
  "charge": 0,
  "smiles": "NCCC(=O)S",
  "homo_ev": -9.34,
  "elements": ["C", "C", "C", "H", "H", "H", "H", "H", "H", "H", "N", "O", "S"],
  "positions_angstrom": [[0.92244, 0.52461, -0.35228], [-0.28548, -0.18987, 0.27970], [-1.60244, 0.62809, -0.00415], [2.26291, -0.49021, 0.94869], [2.38450, -0.96084, -0.62734], [0.92048, 1.56168, 0.01059], [0.96236, 0.56099, -1.41941], [-0.08563, -0.18338, 1.38361], [-0.36967, -1.24203, -0.05146], [-2.56005, -1.54387, -0.06148], [2.22767, -0.18204, -0.04454], [-1.64035, 1.84263, 0.06794], [-3.13673, -0.32577, -0.12987]]
}


Which one is most stable, and which one is least stable? (R) is the most stable of them, while (Q) is the least stable.